# 1
{"formula": "C26H46N4O6S", "method": "wB97M-V/def2-TZVPD", "symbols": ["C", "C", "S", "C", "C", "C", "O", "C", "O", "C", "C", "O", "C", "O", "C", "O", "O", "H", "H", "H", "H", "H", "H", "H", "H", "H", "H", "H", "H", "H", "H", "H", "H", "H", "H", "C", "C", "C", "C", "N", "H", "H", "H", "H", "H", "H", "H", "C", "C", "C", "C", "N", "H", "H", "H", "H", "H", "H", "H", "C", "C", "C", "C", "N", "H", "H", "H", "H", "H", "H", "H", "C", "C", "C", "C", "N", "H", "H", "H", "H", "H", "H", "H"], "positions_angstrom": [[-2.46632, 3.05617, -0.22879], [-1.40864, 2.02869, 0.43402], [0.31054, 2.63205, -0.00431], [1.30025, 1.08283, -0.34336], [2.55456, 0.90831, 0.63839], [3.96533, 0.62560, -0.12566], [4.57238, 1.89561, -0.45649], [5.98370, 1.91469, -0.21254], [6.78062, 1.57864, -1.37118], [8.05270, 2.25473, -1.36087], [8.89358, 2.07483, -0.00657], [8.63481, 3.11057, 0.97754], [2.80556, 1.99875, 1.77977], [3.50359, 1.13188, 2.75806], [2.73378, -0.08034, 2.65392], [2.37115, -0.81507, 3.58478], [2.33187, -0.38799, 1.30972], [-2.57117, 3.97642, 0.44973], [-2.08441, 3.40275, -1.25336], [-3.48257, 2.54224, -0.32035], [-1.51296, 0.98587, -0.02009], [-1.59220, 1.99933, 1.56583], [0.59669, 0.19534, -0.12174], [1.56532, 1.04870, -1.44871], [3.76626, 0.07038, -1.11467], [4.59769, -0.05641, 0.52990], [6.22828, 2.97038, 0.18874], [6.31872, 1.19918, 0.63076], [8.00663, 3.36507, -1.61654], [8.68410, 1.75612, -2.18736], [8.82220, 1.00982, 0.43319], [10.00415, 2.19808, -0.30758], [9.38249, 3.19365, 1.60211], [1.84156, 2.26500, 2.34473], [3.36846, 2.94966, 1.51584], [-2.91341, -0.78138, 5.55980], [-1.88442, -1.31542, 4.56984], [-1.63849, -0.36513, 3.39580], [-2.91454, -0.15486, 2.63214], [-3.91667, 0.00795, 2.03450], [-3.89546, -0.65819, 5.09417], [-3.03458, -1.47731, 6.39231], [-2.60120, 0.18570, 5.96632], [-2.22307, -2.28676, 4.19544], [-0.94042, -1.48507, 5.09500], [-0.88556, -0.78487, 2.72334], [-1.27223, 0.60106, 3.75370], [-1.17969, -1.84211, -3.27696], [-2.66406, -1.49464, -3.28926], [-2.96077, -0.18175, -4.01800], [-2.24948, 0.95216, -3.34028], [-1.69126, 1.84260, -2.80760], [-0.59385, -1.09044, -2.74079], [-1.01742, -2.79855, -2.77401], [-0.78837, -1.92205, -4.29532], [-3.02332, -1.43580, -2.25670], [-3.21552, -2.30433, -3.77555], [-4.03543, 0.01712, -4.01187], [-2.63199, -0.23814, -5.05951], [-5.93092, -5.59314, 7.38016], [-5.97726, -4.74925, 6.11067], [-4.63353, -4.69865, 5.37981], [-3.58925, -4.09302, 6.27111], [-2.77081, -3.61576, 6.97029], [-5.23364, -5.18005, 8.11337], [-6.91610, -5.62416, 7.85147], [-5.62775, -6.62052, 7.15719], [-6.29597, -3.73491, 6.37047], [-6.73403, -5.16132, 5.43698], [-4.72129, -4.09508, 4.47271], [-4.31617, -5.70361, 5.08885], [-0.94551, 1.69448, -9.41368], [-0.76951, 2.23998, -8.00033], [0.23218, 1.43314, -7.17087], [-0.23921, 0.01460, -7.03776], [-0.61063, -1.09817, -6.93209], [-1.34870, 0.67862, -9.40629], [-1.64535, 2.31682, -9.97633], [0.00752, 1.68292, -9.95097], [-1.74289, 2.24875, -7.49972], [-0.42913, 3.27766, -8.05933], [0.33316, 1.86984, -6.17401], [1.21726, 1.43952, -7.64509]], "forces_ev_per_a": [[0.5, 0.1, 0.4], [-0.8, 0.2, -0.4], [-0.2, -0.8, 0.1], [-0.5, -0.5, 0.5], [1.0, -0.1, -2.1], [-1.2, 0.0, -0.8], [1.7, -1.5, 0.7], [0.7, 0.9, 1.3], [-0.1, 1.1, 0.7], [1.2, -0.4, 0.3], [1.7, -0.1, -0.6], [-0.1, -0.6, -0.3], [-1.4, -0.9, 0.6], [-1.9, -2.1, -0.9], [-1.0, -2.2, 1.8], [1.8, 2.9, -3.1], [1.1, 3.0, 3.1], [0.1, -1.4, -0.9], [-0.7, -0.6, 1.7], [1.4, 0.8, 0.1], [0.0, 1.4, 0.7], [0.5, -0.1, -1.7], [1.2, 1.4, -0.4], [-0.1, 0.1, 1.5], [0.1, 0.6, 1.5], [-0.6, 1.2, -0.7], [-0.3, -1.4, -1.0], [-1.0, 0.8, -1.2], [-0.3, -1.3, 0.5], [-1.1, 0.7, 1.3], [-0.3, 1.6, -0.7], [-1.6, -0.3, 0.2], [-0.6, -0.3, -0.7], [1.2, -0.1, -1.3], [-0.5, -1.7, 0.2], [-0.1, 0.0, 0.2], [-0.2, -0.1, 0.4], [-0.7, -0.2, -0.3], [-1.9, 0.5, -1.4], [2.9, -0.5, 1.7], [0.1, 0.1, -0.1], [0.1, 0.3, -0.2], [0.0, 0.0, -0.1], [0.1, 0.1, -0.1], [0.0, 0.0, -0.2], [-0.1, 0.1, -0.1], [-0.1, 0.0, -0.1], [0.1, -0.1, 0.0], [0.2, -0.3, 0.2], [0.3, 0.4, 0.5], [1.0, 1.9, 0.8], [-1.5, -2.8, -1.9], [-0.1, 0.0, -0.1], [0.0, 0.1, -0.1], [0.0, 0.0, 0.1], [-0.1, 0.1, -0.1], [0.0, 0.2, 0.0], [0.1, 0.2, 0.0], [0.1, 0.1, 0.1], [-0.1, 0.0, 0.1], [-0.2, -0.1, 0.3], [0.3, 0.5, 0.6], [1.9, 0.8, 1.2], [-2.4, -1.6, -1.9], [0.0, 0.0, -0.1], [0.1, 0.0, -0.1], [0.0, 0.1, 0.0], [0.1, -0.1, -0.1], [0.1, 0.1, -0.1], [0.2, 0.0, 0.1], [0.1, 0.1, 0.1], [0.0, 0.0, -0.1], [-0.2, 0.1, -0.3], [-0.5, -0.6, 0.0], [-0.5, -2.3, 0.4], [1.0, 3.2, -0.3], [0.1, 0.0, 0.0], [0.1, 0.0, 0.0], [-0.1, 0.0, 0.0], [0.1, 0.0, 0.1], [0.0, -0.1, 0.1], [0.0, -0.2, 0.0], [-0.1, -0.1, 0.0]], "orbital_gap_ha": 0.333, "smiles": "CCSC[C@@]1(COCOCCO)COC(=O)O1.CCCC#N.CCCC#N.CCCC#N.CCCC#N", "relative_energy_kj_mol": 236.1, "e_tot_ha": -2086.77924}

# 2
{"formula": "C26H47N9Rh", "method": "wB97M-V/def2-TZVPD", "symbols": ["Rh", "N", "C", "C", "N", "H", "H", "H", "H", "H", "H", "H", "H", "C", "N", "C", "C", "N", "C", "C", "C", "C", "C", "C", "C", "C", "C", "N", "C", "N", "C", "C", "N", "C", "C", "C", "N", "C", "C", "H", "H", "H", "H", "H", "H", "H", "H", "H", "H", "H", "H", "H", "H", "H", "H", "H", "H", "H", "H", "H", "H", "H", "H", "H", "H", "H", "H", "H", "H", "C", "C", "C", "C", "N", "H", "H", "H", "H", "H", "H", "H", "H", "H"], "positions_angstrom": [[-0.16840, 1.15888, -0.19937], [0.82167, 3.14351, 0.79380], [0.43874, 4.27139, -0.07828], [0.82581, 3.99580, -1.51761], [0.15397, 2.77666, -1.99113], [0.41577, 3.25968, 1.71306], [1.82421, 3.11806, 0.91786], [0.88241, 5.21412, 0.24243], [-0.64534, 4.37374, -0.01707], [1.90577, 3.84031, -1.58029], [0.59441, 4.87173, -2.12242], [0.53397, 2.44178, -2.86532], [-0.83236, 2.94392, -2.13891], [-0.05403, -3.06584, 4.00495], [-0.09648, -2.69256, 2.58105], [-0.36244, -3.82980, 1.71392], [-0.11297, -1.39653, 2.15885], [-0.45757, -0.92783, 1.00462], [-1.27307, -1.53584, 0.02921], [-2.44013, -2.16222, 0.38255], [-3.37336, -2.58687, -0.58284], [-3.14131, -2.36738, -1.90461], [-1.94704, -1.73286, -2.32997], [-1.72347, -1.52724, -3.71302], [-0.57382, -0.94527, -4.15216], [0.40878, -0.54360, -3.22793], [0.24500, -0.71344, -1.87450], [1.29247, -0.27421, -1.02172], [2.49370, -0.76591, -1.07066], [2.83216, -1.98318, -1.59296], [4.04010, -2.13514, -2.40000], [1.86169, -3.05503, -1.74621], [3.55095, -0.04224, -0.58301], [4.66646, -0.67400, 0.10985], [3.49331, 1.40176, -0.47876], [-0.97258, -1.32211, -1.37046], [0.42075, -0.48886, 3.11829], [1.82664, -0.18593, 2.83610], [-0.40736, 0.69613, 3.34130], [0.49772, -3.99968, 4.09681], [-1.06352, -3.23062, 4.39503], [0.43116, -2.30137, 4.59108], [-1.35669, -4.24626, 1.89494], [0.37710, -4.60185, 1.92170], [-0.30422, -3.56021, 0.67453], [-2.66561, -2.27438, 1.43949], [-4.28942, -3.07021, -0.26467], [-3.86360, -2.67520, -2.65351], [-2.48587, -1.84806, -4.41729], [-0.40851, -0.79284, -5.21443], [1.33627, -0.09759, -3.57409], [3.76985, -2.30759, -3.44545], [4.63312, -2.98514, -2.05563], [4.64992, -1.23834, -2.34784], [1.10378, -2.96873, -0.97986], [2.37742, -4.00904, -1.61968], [1.37520, -3.04883, -2.72435], [4.52816, -1.74963, 0.14354], [4.72252, -0.29824, 1.13478], [5.61946, -0.45807, -0.37993], [3.55950, 1.71353, 0.57086], [2.55949, 1.75971, -0.89483], [4.33005, 1.85542, -1.01408], [2.39466, -1.11574, 2.76414], [2.23751, 0.39906, 3.65981], [1.95508, 0.37048, 1.90113], [-1.40897, 0.39576, 3.66037], [-0.50264, 1.32446, 2.45547], [0.03933, 1.27427, 4.15194], [-4.03966, 1.03488, 0.95671], [-3.25919, 2.26345, 0.47448], [-3.90292, 2.81036, -0.81100], [-3.27068, 3.34595, 1.56629], [-1.90186, 1.89480, 0.20004], [-5.05734, 1.32905, 1.22643], [-3.55586, 0.59417, 1.83356], [-4.08596, 0.28062, 0.16851], [-4.95783, 3.04411, -0.63720], [-3.83627, 2.06621, -1.61088], [-3.39686, 3.72597, -1.13700], [-4.29839, 3.64650, 1.78592], [-2.71615, 4.23014, 1.24016], [-2.81637, 2.96517, 2.48535]], "forces_ev_per_a": [[-0.4, 0.8, 0.2], [-0.1, 0.0, -0.1], [0.0, -0.2, 0.1], [0.0, -0.3, 0.0], [0.1, 0.1, 0.1], [-0.1, 0.0, 0.1], [0.2, 0.0, 0.0], [0.0, 0.1, 0.0], [0.0, 0.0, 0.0], [0.0, 0.0, 0.0], [0.0, 0.1, -0.1], [0.1, 0.0, -0.1], [-0.1, 0.1, 0.0], [-0.1, 0.1, -0.3], [-0.1, -0.1, 0.1], [0.1, 0.0, 0.2], [0.1, -0.2, -0.1], [-0.1, -0.1, 0.0], [0.2, 0.1, -0.1], [-0.3, 0.1, 0.0], [0.0, 0.0, 0.2], [0.0, 0.0, -0.1], [0.1, 0.0, 0.2], [-0.1, -0.1, -0.1], [0.1, 0.1, -0.1], [-0.1, 0.1, -0.2], [0.1, -0.6, -0.1], [-0.1, -0.3, 0.1], [0.1, 0.2, -0.2], [0.0, -0.1, -0.2], [-0.1, 0.0, 0.0], [0.2, 0.0, 0.0], [0.0, 0.1, 0.2], [-0.1, 0.1, -0.1], [0.1, -0.2, 0.1], [0.0, 0.1, 0.1], [0.0, 0.1, -0.1], [-0.2, -0.1, 0.2], [0.2, -0.2, 0.1], [0.0, 0.0, 0.0], [0.0, 0.0, -0.1], [0.0, 0.1, 0.0], [0.0, 0.0, 0.0], [0.0, -0.1, 0.0], [0.1, 0.0, -0.2], [0.0, 0.0, -0.1], [0.0, 0.0, 0.0], [0.1, 0.0, 0.1], [0.1, 0.0, 0.1], [0.0, 0.0, 0.1], [0.0, 0.0, 0.0], [0.0, 0.0, 0.0], [0.0, 0.0, 0.0], [0.0, 0.0, 0.0], [-0.1, 0.0, 0.1], [0.0, 0.0, 0.0], [0.0, 0.0, 0.0], [0.0, 0.0, 0.0], [0.0, 0.0, 0.0], [0.0, 0.0, 0.0], [0.0, 0.0, 0.0], [-0.1, 0.0, -0.1], [0.1, 0.0, 0.0], [0.0, 0.0, 0.0], [0.0, 0.0, 0.0], [0.0, 0.1, -0.1], [0.1, 0.0, -0.1], [0.0, 0.1, -0.1], [0.0, 0.0, 0.0], [0.1, -0.1, 0.0], [0.1, 0.0, -0.1], [0.1, 0.0, 0.0], [0.1, 0.0, 0.0], [-0.1, 0.1, 0.1], [0.1, -0.1, 0.0], [0.0, 0.0, -0.1], [0.0, 0.0, 0.1], [0.1, 0.0, 0.0], [0.0, 0.1, 0.1], [-0.1, -0.1, 0.0], [0.1, 0.0, 0.0], [0.0, 0.0, 0.0], [0.0, 0.0, -0.1]], "s_squared": 6.02, "total_charge": 1, "orbital_gap_ha": [0.272, 0.283], "spin_multiplicity": 5, "e_tot_ha": -1621.98521}